Record 1
C11H14Cl2CoN2O6SeSi | ωB97M-V/def2-TZVPD

Last column: Löwdin spin population.
Cartesian coordinates (Å):
Co (-0.970, 0.602, 0.033)  0.950
O (0.709, 2.081, -3.443)  0.000
C (0.345, 1.696, -2.327)  0.001
O (-0.807, 1.298, -1.975)  0.001
C (1.344, 1.711, -1.171)  -0.002
C (2.721, 1.712, -1.279)  0.000
C (3.472, 1.639, -0.113)  -0.002
C (2.827, 1.570, 1.115)  0.000
C (1.446, 1.578, 1.139)  -0.002
N (0.740, 1.655, 0.013)  -0.009
C (0.557, 1.397, 2.367)  0.001
O (0.979, 1.723, 3.479)  -0.001
O (-0.583, 0.917, 2.075)  0.001
H (3.170, 1.744, -2.261)  0.000
H (4.555, 1.610, -0.162)  0.000
H (3.367, 1.493, 2.049)  0.000
Cl (0.621, 6.391, 0.104)  0.000
C (-1.059, 5.839, -0.031)  0.000
Cl (-1.210, 4.079, 0.150)  0.000
H (-1.410, 6.118, -1.017)  0.000
H (-1.620, 6.324, 0.759)  0.000
C (-1.522, -3.559, 1.530)  0.000
Si (-0.500, -3.439, -0.067)  0.009
C (0.813, -4.830, -0.029)  0.004
C (-1.659, -3.922, -1.500)  0.000
Se (0.582, -1.508, -0.295)  0.030
H (-1.932, -4.560, 1.700)  0.000
H (-2.346, -2.843, 1.480)  0.000
H (-0.904, -3.281, 2.385)  0.000
H (0.359, -5.825, 0.036)  0.001
H (1.488, -4.696, 0.819)  0.000
H (1.413, -4.785, -0.941)  0.000
H (-1.892, -4.992, -1.474)  0.000
H (-1.189, -3.695, -2.458)  0.000
H (-2.593, -3.359, -1.446)  0.000
O (-2.818, -0.315, 0.097)  -0.010
N (-3.557, 0.683, 0.305)  -0.001
O (-2.934, 1.752, 0.355)  0.027

The total energy comes out at -5982.72504 Eh. Its lowest unoccupied orbital energy (alpha / beta) is 4.373 / 4.373 eV. As for the net charge: -2. The multiplicity is 2. The calculation puts the relative energy (zero: lowest compared OMol25 entry of this formula, charge and spin) at 0.478 eV.

***

Record 2
C11H14Cl2N2O2S2 | ωB97M-V/def2-TZVPD

Last column: Löwdin charge in e.
Cartesian coordinates (Å):
O (1.646, -2.451, 0.963)  -0.097
N (1.703, -1.214, 0.876)  -0.366
O (2.634, -0.553, 1.295)  0.095
C (0.611, -0.586, 0.292)  -0.324
C (-0.364, -1.381, -0.241)  -0.749
S (-0.254, -3.100, -0.166)  1.042
C (-1.720, -3.372, -1.265)  -0.477
C (-2.704, -2.254, -1.051)  -0.486
H (-3.221, -2.341, -0.095)  0.080
H (-3.433, -2.173, -1.856)  0.080
S (-1.752, -0.691, -1.021)  0.983
H (-1.355, -3.395, -2.291)  0.079
H (-2.144, -4.340, -1.007)  0.078
C (0.606, 0.900, 0.183)  -0.342
C (1.172, 1.394, -0.939)  -1.042
Cl (1.427, 3.054, -1.312)  0.673
Cl (1.710, 0.330, -2.197)  0.667
N (0.105, 1.628, 1.231)  -0.079
C (-0.138, 0.996, 2.511)  -0.145
C (-1.594, 0.548, 2.660)  -0.167
C (-2.516, 1.748, 2.463)  -0.199
C (-2.213, 2.418, 1.125)  -0.176
C (-0.730, 2.795, 1.041)  -0.176
H (-0.520, 3.251, 0.078)  0.058
H (-0.487, 3.515, 1.829)  0.130
H (-2.819, 3.317, 1.006)  0.112
H (-2.451, 1.734, 0.308)  0.074
H (-3.560, 1.433, 2.498)  0.108
H (-2.354, 2.464, 3.272)  0.112
H (-1.741, 0.109, 3.648)  0.114
H (-1.821, -0.215, 1.913)  0.090
H (0.548, 0.164, 2.659)  0.117
H (0.083, 1.743, 3.282)  0.133

The total energy comes out at -2404.18733 Eh. Its lowest unoccupied orbital energy is -0.425 eV. The multiplicity is 1.

***

Record 3
C11H14CsN6O4 | ωB97M-V/def2-TZVPD

Last column: Löwdin charge in e.
Cartesian coordinates (Å):
Cs (0.375, -0.046, -0.091)  1.453
O (3.799, -1.412, 2.689)  -0.039
C (3.049, -0.935, 1.822)  -0.692
O (1.877, -0.493, 1.944)  -0.323
C (3.632, -0.878, 0.391)  -0.202
C (4.970, -1.160, 0.147)  -0.021
C (5.434, -1.081, -1.158)  -0.071
C (4.558, -0.734, -2.176)  -0.021
C (3.235, -0.466, -1.849)  -0.202
N (2.797, -0.541, -0.592)  -0.102
C (2.211, -0.059, -2.933)  -0.693
O (2.592, -0.188, -4.107)  -0.038
O (1.104, 0.356, -2.502)  -0.330
H (5.605, -1.431, 0.978)  0.104
H (6.475, -1.291, -1.381)  0.094
H (4.863, -0.666, -3.211)  0.104
C (-1.825, -5.079, -1.336)  -0.087
N (-2.873, -4.334, -0.664)  -0.190
C (-3.482, -5.105, 0.412)  -0.078
C (-2.541, -2.993, -0.359)  -0.449
N (-1.404, -2.455, -0.390)  0.091
N (-3.693, -2.269, -0.040)  0.112
C (-3.786, -0.932, 0.336)  -0.526
N (-5.127, -0.565, 0.515)  0.106
N (-2.785, -0.168, 0.453)  0.082
H (-2.259, -5.992, -1.746)  0.085
H (-1.006, -5.362, -0.661)  0.092
H (-1.420, -4.491, -2.157)  0.095
H (-3.995, -5.972, -0.008)  0.082
H (-4.205, -4.503, 0.957)  0.074
H (-2.730, -5.461, 1.128)  0.092
H (-0.640, -3.097, -0.567)  0.052
H (-4.540, -2.679, -0.396)  0.132
H (-5.750, -1.274, 0.867)  0.079
H (-5.241, 0.320, 0.981)  0.084
H (-3.046, 0.762, 0.766)  0.051

The total energy comes out at -1077.32115 Eh. Its lowest unoccupied orbital energy is 1.826 eV. As for the net charge: -1. The multiplicity is 1. The calculation puts the relative energy (zero: lowest compared OMol25 entry of this formula, charge and spin) at 0.999 eV.